Entry P
C3H3NO2 | ωB97M-V/def2-TZVPD

Geometry as ORCA input:
```
! RIJCOSX wB97M-V def2-TZVPD def2/J DEFGRID3
* xyz 0 1
O 0.16 1.40 -1.08
C 0.25 0.31 -0.29
C -0.88 -0.18 0.33
O -2.06 0.11 0.39
C 1.54 -0.28 -0.14
N 2.57 -0.79 0.00
H -0.77 1.68 -1.09
H -0.32 -0.85 1.31
H -0.49 -1.40 0.58
*
```

Calculated values
HOMO level (alpha / beta) in Ha: -0.3334 / -0.3334
Kohn-Sham gap (alpha / beta) in eV: 8.685 / 8.684

These are the Mulliken partial charges, in e, on atoms 1 to 4: atom 1 (O): -0.499, atom 2 (C): 0.659, atom 3 (C): 0.413, atom 4 (O): -0.599



Entry Q
C3H3NO2 | ωB97M-V/def2-TZVPD

Geometry as ORCA input:
```
! RIJCOSX wB97M-V def2-TZVPD def2/J DEFGRID3
* xyz 0 1
C 0.63 0.28 -0.09
C -0.35 1.18 -0.12
C -1.48 0.37 0.03
H 2.07 -0.93 0.37
H -0.64 2.27 -0.07
H -2.42 0.56 0.53
N -1.31 -0.87 0.12
O 2.02 0.16 0.13
O 0.15 -1.01 -0.20
*
```

Calculated values
HOMO level in Ha: -0.3557
Kohn-Sham gap in eV: 10.245
SMILES: Oc1ccno1

These are the Mulliken partial charges, in e, on atoms 1 to 4: atom 1 (C): 0.626, atom 2 (C): -0.591, atom 3 (C): 0.052, atom 4 (H): 0.424



Entry R
C3H3NO2 | ωB97M-V/def2-TZVPD

Geometry as ORCA input:
```
! RIJCOSX wB97M-V def2-TZVPD def2/J DEFGRID3
* xyz 0 1
O 0.99 0.20 1.89
C 0.49 -0.15 0.86
C 0.56 0.66 -0.38
N -0.55 0.18 -1.21
C -1.08 -0.76 -0.54
O -0.56 -1.02 0.71
H 0.60 1.47 0.43
H 1.48 0.81 -0.95
H -1.92 -1.40 -0.81
*
```

Calculated values
HOMO level in Ha: -0.3862
Kohn-Sham gap in eV: 11.198
SMILES: O=C1CN=CO1

These are the Mulliken partial charges, in e, on atoms 1 to 4: atom 1 (O): -0.521, atom 2 (C): 0.575, atom 3 (C): -0.304, atom 4 (N): -0.469



Preferred: entry R; penalty for the next structure: 186.6 kJ/mol.



Entry P
C3H3NO2 | ωB97M-V/def2-TZVPD

Geometry as ORCA input:
```
! RIJCOSX wB97M-V def2-TZVPD def2/J DEFGRID3
* xyz 0 1
O 1.80 1.69 -0.33
C 1.04 0.76 -0.42
C -0.40 0.92 0.01
N -1.19 -0.03 0.30
C -0.71 -1.35 0.37
O 0.24 -1.68 1.03
H -0.76 1.95 0.06
H 1.33 -0.22 -0.83
H -1.34 -2.06 -0.18
*
```

Calculated values
HOMO level in Ha: -0.3758
Kohn-Sham gap in eV: 9.335
SMILES: O=C/C=N\C=O

These are the Mulliken partial charges, in e, on atoms 1 to 4: atom 1 (O): -0.420, atom 2 (C): 0.009, atom 3 (C): 0.101, atom 4 (N): -0.393



Entry Q
C3H3NO2 | ωB97M-V/def2-TZVPD

Geometry as ORCA input:
```
! RIJCOSX wB97M-V def2-TZVPD def2/J DEFGRID3
* xyz 0 1
O 1.75 -0.88 0.63
C 1.64 0.13 -0.01
O 0.48 0.57 -0.52
C -0.60 -0.29 -0.13
C -1.87 0.42 -0.20
N -2.81 0.96 0.22
H 2.46 0.82 -0.25
H -0.55 -1.23 -0.67
H -0.51 -0.49 0.94
*
```

Calculated values
HOMO level in Ha: -0.4230
Kohn-Sham gap in eV: 12.120
SMILES: N#CCOC=O

These are the Mulliken partial charges, in e, on atoms 1 to 4: atom 1 (O): -0.476, atom 2 (C): 0.175, atom 3 (O): -0.259, atom 4 (C): -0.153



Preferred: entry Q; penalty for the next structure: 50.4 kJ/mol.



Entry P
C3H3NO2 | ωB97M-V/def2-TZVPD

Geometry as ORCA input:
```
! RIJCOSX wB97M-V def2-TZVPD def2/J DEFGRID3
* xyz 0 1
O -0.97 0.16 1.78
C -0.36 0.03 0.59
C 0.17 -1.10 0.06
O 0.68 -0.75 -1.17
C 0.44 0.56 -1.28
N -0.18 1.09 -0.27
H -0.83 1.07 2.08
H 0.27 -2.12 0.38
H 0.78 1.05 -2.18
*
```

Calculated values
HOMO level in Ha: -0.3309
Kohn-Sham gap in eV: 9.908
SMILES: Oc1cocn1

These are the Mulliken partial charges, in e, on atoms 1 to 4: atom 1 (O): -0.504, atom 2 (C): 0.428, atom 3 (C): -0.241, atom 4 (O): -0.313



Entry Q
C3H3NO2 | ωB97M-V/def2-TZVPD

Geometry as ORCA input:
```
! RIJCOSX wB97M-V def2-TZVPD def2/J DEFGRID3
* xyz 0 1
C 0.97 0.92 -1.57
C 0.37 -0.32 0.22
C -1.09 -0.10 0.49
N 1.42 1.49 -2.45
O 1.30 -0.35 1.12
O 1.04 -1.46 0.19
H -1.07 -0.71 1.43
H -1.78 -0.48 -0.13
H -1.15 1.00 0.69
*
```

Calculated values
HOMO level in Ha: -0.4105
Kohn-Sham gap in eV: 10.544

These are the Mulliken partial charges, in e, on atoms 1 to 4: atom 1 (C): 0.002, atom 2 (C): 0.759, atom 3 (C): -0.926, atom 4 (N): -0.341



Preferred: entry P; penalty for the next structure: 608.9 kJ/mol.



Entry P
C3H3NO2 | ωB97M-V/def2-TZVPD

Geometry as ORCA input:
```
! RIJCOSX wB97M-V def2-TZVPD def2/J DEFGRID3
* xyz 0 1
C 0.61 -0.15 -1.21
C 1.05 -0.19 0.06
C -0.72 0.25 -0.65
N -0.13 0.43 0.64
O -1.89 0.35 -0.90
O -0.74 -0.25 1.72
H 1.12 -0.39 -2.16
H 1.97 -0.56 0.54
H -1.28 0.51 1.96
*
```

Calculated values
HOMO level in Ha: -0.3448
Kohn-Sham gap in eV: 9.699

These are the Mulliken partial charges, in e, on atoms 1 to 4: atom 1 (C): -0.192, atom 2 (C): -0.285, atom 3 (C): 0.428, atom 4 (N): -0.089



Entry Q
C3H3NO2 | ωB97M-V/def2-TZVPD

Geometry as ORCA input:
```
! RIJCOSX wB97M-V def2-TZVPD def2/J DEFGRID3
* xyz 0 1
O 2.06 0.19 -0.01
C 0.76 -0.14 0.08
N 0.39 -1.40 0.14
O -1.21 -1.25 0.02
C -1.46 0.06 0.02
C -0.33 0.80 0.07
H 2.51 -0.57 -0.41
H -2.49 0.45 0.00
H -0.22 1.86 0.08
*
```

Calculated values
HOMO level in Ha: -0.3618
Kohn-Sham gap in eV: 10.536
SMILES: Oc1ccon1

These are the Mulliken partial charges, in e, on atoms 1 to 4: atom 1 (O): -0.480, atom 2 (C): 0.676, atom 3 (N): -0.380, atom 4 (O): -0.266



Preferred: entry Q; penalty for the next structure: 137.6 kJ/mol.



Entry P
CH2ClNO2 | ωB97M-V/def2-TZVPD

Geometry as ORCA input:
```
! RIJCOSX wB97M-V def2-TZVPD def2/J DEFGRID3
* xyz 0 1
C -1.14 -0.25 0.02
N 1.20 0.55 -0.03
O 1.82 -0.50 0.02
O 1.53 1.69 0.11
Cl -0.56 -1.83 0.04
H -1.90 0.08 0.78
H -0.95 0.24 -0.95
*
```

Calculated values
HOMO level (alpha / beta) in Ha: -0.3672 / -0.3256
Kohn-Sham gap (alpha / beta) in eV: 9.382 / 7.459

These are the Mulliken partial charges, in e, on atoms 1 to 4: atom 1 (C): -0.388, atom 2 (N): 0.637, atom 3 (O): -0.392, atom 4 (O): -0.442



Entry Q
CH2ClNO2 | ωB97M-V/def2-TZVPD

Geometry as ORCA input:
```
! RIJCOSX wB97M-V def2-TZVPD def2/J DEFGRID3
* xyz 0 1
C 1.51 0.13 0.26
N -1.20 -0.16 -0.11
O 0.67 0.97 0.28
O -0.64 -1.24 0.28
Cl 3.20 0.18 0.02
H -1.38 -0.02 -1.11
H -2.15 0.15 0.39
*
```

Calculated values
HOMO level (alpha / beta) in Ha: -0.3201 / -0.3343
Kohn-Sham gap (alpha / beta) in eV: 8.719 / 8.441

These are the Mulliken partial charges, in e, on atoms 1 to 4: atom 1 (C): 0.401, atom 2 (N): -0.189, atom 3 (O): -0.297, atom 4 (O): -0.364



Preferred: entry Q; penalty for the next structure: 47.4 kJ/mol.



Entry P
CHO3PS2 | ωB97M-V/def2-TZVPD

Geometry as ORCA input:
```
! RIJCOSX wB97M-V def2-TZVPD def2/J DEFGRID3
* xyz -2 1
C 0.15 -0.43 -0.18
O -0.94 2.09 -0.12
O -1.68 0.03 1.25
O -2.04 0.18 -1.35
P -1.29 0.66 -0.05
S 3.43 -0.01 0.13
S 0.14 -1.94 -0.23
H 2.24 -0.58 0.55
*
```

Calculated values
HOMO level in Ha: -0.0131
Kohn-Sham gap in eV: 5.617

These are the Mulliken partial charges, in e, on atoms 1 to 4: atom 1 (C): 0.214, atom 2 (O): -0.743, atom 3 (O): -0.654, atom 4 (O): -0.737



Entry Q
CHO3PS2 | ωB97M-V/def2-TZVPD

Geometry as ORCA input:
```
! RIJCOSX wB97M-V def2-TZVPD def2/J DEFGRID3
* xyz -2 1
C 0.12 -0.37 -0.24
O -1.15 2.29 -0.45
O -1.19 0.53 1.38
O -2.21 0.05 -0.98
P -1.36 0.86 -0.08
S 3.28 -0.26 -0.13
S -0.13 -1.85 -0.02
H 2.63 -1.26 0.51
*
```

Calculated values
HOMO level (alpha / beta) in Ha: -0.0081 / -0.0081
Kohn-Sham gap (alpha / beta) in eV: 5.651 / 5.652

These are the Mulliken partial charges, in e, on atoms 1 to 4: atom 1 (C): 0.178, atom 2 (O): -0.744, atom 3 (O): -0.632, atom 4 (O): -0.678



Preferred: entry Q; penalty for the next structure: 22.4 kJ/mol.